C27H24CeIN8O5 | ωB97M-V with the def2-TZVPD basis set

Cartesian coordinates (Å):
1 Ce -0.95 1.26 -0.29
2 C 2.27 0.47 -3.95
3 C 2.96 0.33 -2.65
4 N 4.16 -0.21 -2.69
5 C 4.84 -0.39 -1.57
6 C 4.32 -0.17 -0.33
7 C 5.16 -0.51 0.83
8 O 4.49 -1.21 1.88
9 C 3.02 0.42 -0.21
10 C 2.41 0.64 1.06
11 N 1.23 1.16 1.31
12 C 0.82 1.41 2.64
13 C 1.10 0.51 3.69
14 C 0.48 0.65 4.93
15 C -0.45 1.67 5.12
16 C -0.70 2.60 4.11
17 C -0.05 2.47 2.88
18 I -0.35 4.03 1.41
19 C 2.31 0.71 -1.42
20 O 1.15 1.30 -1.44
21 H 3.02 0.40 -4.74
22 H 1.74 1.45 -4.04
23 H 1.53 -0.35 -4.08
24 H 5.84 -0.79 -1.68
25 H 5.51 0.42 1.33
26 H 6.06 -1.06 0.47
27 H 4.46 -2.20 1.74
28 H 3.02 0.31 1.92
29 H 1.82 -0.27 3.53
30 H 0.72 -0.03 5.73
31 H -0.95 1.80 6.08
32 H -1.46 3.37 4.20
33 O -0.96 2.53 -2.75
34 C -1.58 1.99 -3.93
35 C -1.84 0.54 -3.68
36 C -2.39 -0.20 -4.73
37 C -2.58 -1.59 -4.60
38 C -2.16 -2.16 -3.39
39 C -1.61 -1.38 -2.40
40 N -1.52 -0.03 -2.49
41 H -0.97 3.51 -2.79
42 H -0.91 2.08 -4.81
43 H -2.54 2.50 -4.16
44 H -2.58 0.31 -5.67
45 H -3.04 -2.20 -5.38
46 H -2.20 -3.23 -3.19
47 H -1.26 -1.80 -1.45
48 C -0.13 -3.57 3.21
49 N -0.88 -2.41 2.73
50 C -1.88 -1.89 3.49
51 C -2.60 -0.80 3.10
52 C -2.25 -0.23 1.80
53 O -2.66 0.92 1.42
54 N -1.42 -0.90 0.97
55 C -0.58 -1.89 1.41
56 O 0.41 -2.28 0.79
57 H -0.75 -4.48 3.32
58 H 0.36 -3.35 4.17
59 H 0.66 -3.75 2.47
60 H -2.01 -2.37 4.47
61 H -3.33 -0.32 3.75
62 N -3.21 2.50 -0.73
63 C -4.22 2.11 -1.16
64 N -5.30 1.76 -1.74
65 C -5.63 0.50 -1.85
66 N -5.99 -0.59 -1.96

Calculated values
Molecular weight in g mol⁻¹: 807.56
Charge: +1
HOMO level (spin up / spin down) in eV: -10.744 / -10.744
LUMO energy (spin up / spin down) in Eh: -0.22191 / -0.22133
Electronic energy in eV: -71571.361
ΔE to the lowest compared entry with this formula, charge and spin in eV: 0.955
HOMO-LUMO gap (spin up / spin down) in eV: 4.71 / 4.72
Max |F| in eV/A: 3.87
Spin multiplicity: 1



C27H24Cl3FeN3O2Si | ωB97M-V with the def2-TZVPD basis set

Cartesian coordinates (Å):
1 Fe 0.64 -0.12 0.23
2 Cl 5.53 -5.25 -0.80
3 C 4.30 -4.20 -0.18
4 C 3.81 -3.18 -0.97
5 C 2.83 -2.36 -0.44
6 Cl 2.15 -1.07 -1.40
7 C 2.30 -2.49 0.86
8 O 1.39 -1.70 1.35
9 C 2.84 -3.56 1.61
10 Cl 2.23 -3.81 3.21
11 C 3.81 -4.40 1.11
12 H 4.18 -3.02 -1.97
13 H 4.20 -5.20 1.72
14 C 3.69 2.16 -1.60
15 Si 2.85 2.20 0.11
16 C 3.30 3.83 0.98
17 C 3.55 0.81 1.20
18 N 1.15 1.90 -0.02
19 C 0.19 2.82 -0.36
20 C 0.46 4.13 -0.79
21 C -0.56 5.04 -1.04
22 C -1.88 4.67 -0.90
23 C -2.19 3.37 -0.52
24 C -1.18 2.47 -0.28
25 O -1.40 1.14 0.08
26 C -2.73 0.72 0.13
27 C -3.34 0.25 -1.02
28 C -4.65 -0.22 -0.94
29 C -5.33 -0.20 0.26
30 C -4.71 0.28 1.40
31 C -3.40 0.74 1.34
32 H 4.54 1.48 -1.59
33 H 4.05 3.14 -1.90
34 H 3.00 1.81 -2.37
35 H 4.29 3.74 1.43
36 H 2.58 4.05 1.77
37 H 3.31 4.68 0.30
38 H 4.33 0.25 0.68
39 H 2.80 0.10 1.54
40 H 4.01 1.24 2.10
41 H 1.49 4.42 -0.91
42 H -0.30 6.04 -1.36
43 H -2.68 5.39 -1.08
44 H -3.22 3.07 -0.42
45 H -2.80 0.26 -1.95
46 H -5.13 -0.59 -1.84
47 H -6.35 -0.57 0.31
48 H -5.24 0.31 2.35
49 H -2.90 1.14 2.22
50 N -5.23 -5.00 0.06
51 C -4.30 -4.33 0.00
52 C -3.15 -3.49 -0.08
53 C -2.49 -3.29 -1.30
54 C -1.42 -2.43 -1.33
55 N -0.98 -1.77 -0.26
56 C -1.57 -2.01 0.91
57 C -2.66 -2.85 1.05
58 H -2.83 -3.79 -2.19
59 H -0.89 -2.24 -2.26
60 H -1.16 -1.50 1.77
61 H -3.12 -3.00 2.01

Calculated values
Molecular weight in g mol⁻¹: 612.80
HOMO level (spin up / spin down) in eV: -7.311 / -7.382
LUMO energy (spin up / spin down) in Eh: -0.03433 / -0.03549
Electronic energy in eV: -116788.038
HOMO-LUMO gap (spin up / spin down) in eV: 6.38 / 6.42
Max |F| in eV/A: 1.60
Spin multiplicity: 5



Question: max |F| of number 1 (C27H24CeIN8O5)?
Answer: 3.87 eV/A